Computed, not measured: C34H41BeN7O3PSeTe as an isolated structure in a non-equilibrium geometry, with the ωB97M-V functional and the def2-TZVPD basis.

Summary:
Charge: +2
Maximum force in eV/Å: 1.56
LUMO (spin up / spin down) in eV: -5.19 / -5.86
Frontier orbital gap (spin up / spin down) in eV: 6.4 / 7.1
Calculated total energy in eV: -134817.4638
2S+1: 2
<S²>: 0.8020

Element x y z (Å)
Be (-0.7388, 0.9021, 2.1194)
Se (-6.6492, 0.5324, -1.9548)
N (-5.7507, -0.6594, -1.0333)
C (-4.8541, -0.0519, -0.2779)
C (-3.8825, -0.7165, 0.5423)
C (-3.7212, -2.0917, 0.6266)
C (-2.6563, -2.5950, 1.3634)
C (-1.7470, -1.7184, 1.9307)
N (-1.8694, -0.4016, 1.8661)
C (-2.9510, 0.1167, 1.2279)
C (-3.0163, 1.5126, 1.1717)
N (-2.0563, 2.2061, 1.9473)
C (-1.9313, 3.5784, 1.6752)
C (-2.7373, 4.2366, 0.8095)
C (-3.7709, 3.5633, 0.1234)
C (-3.8929, 2.1934, 0.3037)
C (-4.8381, 1.3783, -0.4152)
N (-5.7216, 1.8521, -1.2710)
H (-4.4017, -2.7496, 0.1111)
H (-2.5148, -3.6557, 1.4723)
H (-0.8774, -2.0917, 2.4554)
H (-1.1679, 4.0788, 2.2514)
H (-2.5911, 5.2920, 0.6437)
H (-4.4349, 4.0895, -0.5422)
N (-2.6998, 2.2559, 4.6132)
C (-1.5355, 2.1910, 5.4970)
P (-0.7474, 0.6307, 4.9106)
O (-1.6192, -0.5519, 4.9787)
O (-0.1136, 0.9123, 3.5468)
C (0.8273, 0.1747, 5.8564)
N (1.1698, -1.0530, 5.1023)
H (-3.3013, 1.4522, 4.7875)
H (-2.2694, 2.1074, 2.9813)
H (-3.2512, 3.0962, 4.7759)
H (-1.7799, 2.1514, 6.5631)
H (-0.8959, 3.0558, 5.3128)
H (0.6423, -0.0630, 6.9010)
H (1.6275, 0.9067, 5.7707)
H (1.2024, -0.7719, 4.1060)
H (0.3545, -1.6882, 5.1945)
H (2.0404, -1.5136, 5.3914)
C (2.3180, 2.1521, 1.9052)
C (1.6517, 1.1033, 1.0834)
O (2.4701, 0.3422, 0.3735)
N (0.4133, 0.8460, 0.9747)
Te (1.1128, -0.8322, -0.5882)
C (2.5534, -2.1744, -1.4938)
C (3.9430, -2.2932, -1.3961)
C (4.8241, -1.3619, -0.6187)
C (4.5801, -3.3387, -2.0617)
C (3.8857, -4.2971, -2.7781)
C (4.5844, -5.4173, -3.4718)
C (2.4977, -4.1956, -2.8207)
C (1.8320, -3.1613, -2.1933)
C (0.3362, -3.0925, -2.2978)
C (0.7588, 0.4276, -2.2508)
C (1.7742, 0.9566, -3.0466)
C (3.2220, 0.7659, -2.7434)
C (1.4099, 1.6930, -4.1694)
C (0.0835, 1.8961, -4.5183)
C (-0.2959, 2.6713, -5.7339)
C (-0.9055, 1.3616, -3.6944)
C (-0.5882, 0.6279, -2.5672)
C (-1.6624, 0.0387, -1.7088)
H (3.3536, 2.2410, 1.5926)
H (2.2762, 1.8921, 2.9605)
H (1.8034, 3.0989, 1.7757)
H (4.2614, -0.6773, 0.0047)
H (5.4486, -0.7881, -1.3027)
H (5.4910, -1.9406, 0.0180)
H (5.6570, -3.3906, -2.0004)
H (5.6615, -5.3408, -3.3568)
H (4.3414, -5.4123, -4.5327)
H (4.2574, -6.3743, -3.0676)
H (1.9280, -4.9405, -3.3571)
H (-0.0348, -3.9447, -2.8635)
H (0.0285, -2.1856, -2.8211)
H (-0.1400, -3.1159, -1.3116)
H (3.3566, 0.4566, -1.7111)
H (3.7600, 1.6970, -2.9076)
H (3.6469, 0.0122, -3.4076)
H (2.1951, 2.1109, -4.7811)
H (0.5792, 2.9637, -6.3057)
H (-0.8406, 3.5699, -5.4475)
H (-0.9504, 2.0786, -6.3700)
H (-1.9450, 1.5089, -3.9496)
H (-2.6199, 0.5087, -1.9193)
H (-1.4126, 0.1942, -0.6568)
H (-1.7780, -1.0309, -1.8978)

---

Computed, not measured: a 2-piece molecular cluster, C19H26NO3 overall in a non-equilibrium geometry, with the ωB97M-V functional and the def2-TZVPD basis.

Summary:
Charge: -1
Maximum force in eV/Å: 2.31
LUMO in eV: 2.89
Frontier orbital gap in eV: 5.2
Energy relative to the best compared isomer or geometry (same formula, charge and spin) in kJ/mol: 108.8
Calculated total energy in eV: -27758.3346

Element x y z (Å)
C (-2.3378, 0.7564, 1.7880)
C (-2.1865, -0.7092, 1.3563)
C (-1.2895, -1.5551, 2.2769)
C (0.2134, -1.4815, 1.9677)
C (0.7195, -0.1066, 1.6565)
O (1.5768, 0.0557, 0.8271)
C (0.1344, 1.0584, 2.3892)
C (-1.0820, 1.6267, 1.6676)
H (-3.1421, 1.2228, 1.2053)
H (-2.6914, 0.7833, 2.8258)
H (-3.1810, -1.1730, 1.3078)
H (-1.8109, -0.7642, 0.3297)
H (-1.4685, -1.2577, 3.3172)
H (-1.5915, -2.6103, 2.2337)
H (0.8003, -1.8862, 2.8027)
H (0.4501, -2.1106, 1.1005)
H (-0.1305, 0.7664, 3.4107)
H (0.9236, 1.8119, 2.4855)
H (-0.8272, 1.7733, 0.6108)
H (-1.2917, 2.6308, 2.0602)
C (2.6621, 1.6729, 7.5698)
C (3.2269, 0.4893, 6.8131)
O (3.5789, 0.8338, 5.4827)
C (3.3252, -0.1861, 4.5853)
C (4.0385, -0.0985, 3.3183)
C (4.0161, -1.2506, 2.3872)
N (4.7699, 0.9793, 3.1261)
C (5.6424, 1.2299, 2.1631)
C (6.3536, 2.4496, 2.1665)
C (7.4234, 2.7329, 1.2976)
C (8.0976, 3.9286, 1.3949)
C (7.7254, 4.8755, 2.3365)
C (6.6715, 4.6134, 3.1931)
C (5.9991, 3.4191, 3.1179)
O (2.5912, -1.1383, 4.8291)
H (2.6926, 1.5348, 8.6524)
H (3.2218, 2.5790, 7.3260)
H (1.6233, 1.8595, 7.2872)
H (4.1424, 0.1267, 7.2912)
H (2.5248, -0.3579, 6.7931)
H (3.2989, -1.9989, 2.7327)
H (3.7296, -0.9354, 1.3824)
H (4.9935, -1.7299, 2.3340)
H (5.8324, 0.4862, 1.4089)
H (7.7353, 1.9922, 0.5825)
H (8.9316, 4.1301, 0.7423)
H (8.2506, 5.8162, 2.3979)
H (6.3767, 5.3435, 3.9248)
H (5.1935, 3.1884, 3.7965)

---

Computed, not measured: C22H49GaN2P3SSe as an isolated structure in a non-equilibrium geometry, with the ωB97M-V functional and the def2-TZVPD basis.

Summary:
Charge: +3
Maximum force in eV/Å: 3.40
LUMO (spin up / spin down) in eV: -13.03 / -11.25
Frontier orbital gap (spin up / spin down) in eV: 3.0 / 4.8
Energy relative to the best compared isomer or geometry (same formula, charge and spin) in kJ/mol: 128.3
Calculated total energy in eV: -182982.2382

Element x y z (Å)
Ga (1.6856, 0.5110, -1.8467)
P (0.4619, 2.7032, 0.1693)
P (-1.9905, 0.1221, 1.3053)
P (-2.2073, 0.9944, -1.7278)
H (4.1116, -1.8888, -5.6880)
C (3.9350, -0.8744, -6.0768)
C (3.7351, 0.1675, -5.2368)
H (3.5807, 0.0444, -4.1436)
C (1.8378, 3.1935, 1.3133)
C (-0.8241, 3.6378, 1.0726)
C (0.7925, 3.9544, -1.1369)
C (-2.7534, -1.5654, 1.4684)
C (-1.5210, 0.1929, 3.1010)
C (-3.5950, 1.0379, 1.5459)
C (-1.5371, 1.0491, -3.4522)
C (-3.1747, 2.5782, -1.8063)
C (-3.6364, -0.1192, -2.1339)
H (4.0467, -0.7562, -7.1806)
H (3.8391, 1.2112, -5.5941)
H (2.6943, 2.5182, 1.1812)
H (1.4847, 3.1094, 2.3543)
H (2.1154, 4.2406, 1.0981)
H (-1.0627, 3.1790, 2.0405)
H (-1.7558, 3.6738, 0.5043)
H (-0.4748, 4.6621, 1.2508)
H (1.6407, 3.6335, -1.7514)
H (0.9907, 4.9172, -0.6358)
H (-0.0894, 4.0257, -1.7736)
H (-3.4193, -1.5437, 2.3401)
H (-1.9587, -2.3085, 1.6198)
H (-3.3198, -1.8061, 0.5592)
H (-2.4182, -0.0462, 3.6910)
H (-1.1664, 1.1986, 3.3675)
H (-0.7322, -0.5467, 3.3080)
H (-4.0302, 0.6647, 2.4814)
H (-4.2911, 0.8492, 0.7170)
H (-3.3945, 2.1140, 1.6393)
H (-2.3722, 1.1750, -4.1659)
H (-1.0006, 0.1041, -3.6477)
H (-0.8235, 1.8824, -3.5595)
H (-3.7736, 2.5784, -2.7328)
H (-2.4875, 3.4418, -1.8044)
H (-3.8401, 2.6497, -0.9287)
H (-4.2087, 0.3305, -2.9660)
H (-4.2949, -0.2604, -1.2638)
H (-3.2505, -1.1074, -2.4434)
C (-0.0938, -3.3958, -2.8557)
C (0.9941, -2.5209, -3.0516)
C (1.5737, -2.3342, -4.2983)
C (1.1021, -3.0486, -5.3905)
C (-0.0608, -3.8046, -5.2482)
C (-0.7087, -3.9039, -4.0253)
Se (-0.4096, -3.6579, -0.9825)
H (-1.8624, -3.3264, -1.2049)
H (1.4072, -1.9476, -2.2078)
H (2.4300, -1.6867, -4.4071)
H (1.6206, -2.9853, -6.3362)
H (-0.4399, -4.2693, -6.1745)
H (-1.7420, -4.3013, -3.9900)
C (2.9039, 1.0383, 5.6786)
C (1.8442, 0.5734, 4.6547)
N (2.5620, 0.0892, 3.4658)
C (2.0572, -0.7578, 2.5487)
S (2.5710, -0.7674, 0.9329)
N (1.0942, -1.6382, 3.0111)
C (1.4877, -2.5055, 4.1336)
C (0.2752, -2.9658, 4.9244)
H (3.5829, 0.2039, 5.9474)
H (2.3513, 1.4026, 6.5509)
H (3.5022, 1.8768, 5.2871)
H (1.2283, -0.2672, 4.9976)
H (1.1726, 1.4213, 4.3736)
H (3.2167, 0.7673, 3.0565)
H (0.6942, -2.1918, 2.2510)
H (2.0664, -3.3710, 3.7560)
H (2.1603, -1.9344, 4.7641)
H (-0.3339, -3.6606, 4.3427)
H (0.6053, -3.4971, 5.8282)
H (-0.3992, -2.1559, 5.2362)

---

Computed, not measured: one molecule with the formula C4H9N3O2S in a non-equilibrium geometry, with the ωB97M-V functional and the def2-TZVPD basis.

Summary:
Structure (SMILES): C[C@@]1(S(N)(=O)=O)CCN=N1
Maximum force in eV/Å: 4.34
LUMO in eV: 0.58
Frontier orbital gap in eV: 10.1
Energy relative to the best compared isomer or geometry (same formula, charge and spin) in kJ/mol: 254.1
Calculated total energy in eV: -23691.7444

Element x y z (Å)
C (-0.0756, 1.7743, -0.2939)
C (-0.2789, 0.3003, -0.1776)
S (1.4505, -0.2509, 0.2005)
N (2.0756, -0.0980, -1.3410)
O (2.0883, 0.6317, 1.1729)
O (1.2319, -1.6139, 0.5348)
C (-1.0942, -0.0468, 1.0939)
C (-1.6020, -1.4320, 0.5823)
N (-1.6241, -1.2128, -0.8742)
N (-0.8697, -0.3623, -1.2849)
H (0.5446, 2.1096, -1.1094)
H (0.1902, 2.2305, 0.7006)
H (-1.0077, 2.3385, -0.5437)
H (2.9839, -0.0697, -1.6907)
H (1.6389, -0.8090, -1.8455)
H (-1.9017, 0.5482, 1.4822)
H (-0.3237, -0.1643, 1.9067)
H (-0.7863, -2.1017, 0.6398)
H (-2.6399, -1.7717, 0.8470)

---

Computed, not measured: a 11-piece molecular cluster, C24H60BO28 overall in a non-equilibrium geometry, with the ωB97M-V functional and the def2-TZVPD basis.

Summary:
Charge: -1
Maximum force in eV/Å: 2.05
LUMO in eV: 2.00
Frontier orbital gap in eV: 9.4
Energy relative to the best compared isomer or geometry (same formula, charge and spin) in kJ/mol: 51.6
Calculated total energy in eV: -83870.4287

Element x y z (Å)
O (-1.5263, 3.4149, -20.2912)
C (-0.3559, 3.4062, -20.1106)
O (0.2988, 2.8873, -19.0822)
B (1.7289, 3.0391, -19.2298)
O (1.8893, 3.8610, -20.4447)
C (0.7104, 4.0845, -21.0126)
O (0.4967, 4.7455, -21.9761)
O (2.5404, 1.7962, -19.3739)
C (3.4565, 1.7865, -18.4441)
O (4.3092, 0.9616, -18.2501)
C (3.3302, 3.0548, -17.5631)
O (2.2783, 3.7131, -18.0226)
O (3.9814, 3.3601, -16.6058)
C (-1.4857, 0.0750, -17.9622)
C (-0.2960, -0.3640, -17.1244)
O (-0.6588, -1.0984, -15.9392)
O (-2.4993, 0.7530, -17.2861)
H (-1.7941, -0.7956, -18.5517)
H (-1.0230, 0.7190, -18.7263)
H (0.1697, 0.5331, -16.7114)
H (0.3420, -1.0096, -17.7320)
H (-1.0437, -1.9349, -16.2223)
H (-2.0883, 1.3408, -16.6248)
C (6.6945, 4.9824, -13.1756)
C (6.0957, 5.0085, -14.5911)
O (6.6427, 6.0484, -15.3659)
O (6.1273, 5.9552, -12.3062)
H (7.7718, 5.0710, -13.3153)
H (6.5085, 4.0037, -12.7155)
H (5.0100, 5.1126, -14.4470)
H (6.2616, 4.0594, -15.0973)
H (6.4371, 6.8948, -14.9561)
H (5.1952, 5.7298, -12.2312)
C (4.6741, 0.9590, -14.2675)
C (5.0641, 1.4911, -12.9036)
O (6.4689, 1.5930, -12.7138)
O (5.1577, -0.3419, -14.5312)
H (5.0497, 1.6761, -15.0052)
H (3.5858, 1.0019, -14.3898)
H (4.6477, 0.9293, -12.0618)
H (4.6512, 2.4982, -12.8134)
H (6.8301, 0.7002, -12.7203)
H (4.4325, -0.9611, -14.4292)
C (7.3065, 1.6415, -17.0236)
C (8.3488, 1.6022, -15.9054)
O (9.4837, 0.8617, -16.3504)
O (6.8028, 0.3111, -17.1627)
H (7.8460, 1.7886, -17.9675)
H (6.5869, 2.4378, -16.8255)
H (7.9347, 1.1642, -14.9967)
H (8.6607, 2.6227, -15.6481)
H (10.2375, 1.0659, -15.7944)
H (5.8613, 0.3838, -17.3869)
C (2.2073, 6.7184, -24.2325)
C (1.7573, 5.6727, -25.2341)
O (1.2072, 6.2934, -26.4134)
O (3.4083, 7.4104, -24.6234)
H (2.4284, 6.2350, -23.2756)
H (1.4964, 7.5124, -24.0139)
H (1.0441, 5.0164, -24.7337)
H (2.6313, 5.0978, -25.5528)
H (1.6810, 5.8866, -27.1408)
H (4.0052, 6.7685, -25.0194)
C (3.3843, 7.0232, -17.9199)
C (2.2863, 7.7779, -17.1806)
O (1.7288, 8.8519, -17.8891)
O (4.5220, 7.8827, -17.9313)
H (3.0853, 6.7719, -18.9396)
H (3.6074, 6.1277, -17.3303)
H (2.6602, 8.1437, -16.2173)
H (1.5276, 7.0505, -16.8807)
H (2.3833, 9.5234, -18.0892)
H (5.2552, 7.4177, -18.3679)
C (-4.1098, 5.4989, -20.9773)
C (-5.4574, 5.7959, -20.2849)
O (-6.5558, 5.6053, -21.1406)
O (-3.8754, 6.5393, -21.9225)
H (-4.1596, 4.5531, -21.5138)
H (-3.4253, 5.4580, -20.1268)
H (-5.3660, 6.8061, -19.8723)
H (-5.5538, 5.0937, -19.4556)
H (-6.3933, 6.0067, -21.9982)
H (-3.7574, 6.1432, -22.7866)
C (-1.1267, 3.8036, -16.1232)
C (-2.4039, 4.4248, -16.7237)
O (-3.1354, 5.0498, -15.6493)
O (-1.4677, 2.5806, -15.4809)
H (-0.5079, 4.3906, -15.4343)
H (-0.4784, 3.5173, -16.9580)
H (-2.9871, 3.5971, -17.1141)
H (-2.1651, 5.1544, -17.5003)
H (-2.5569, 5.7034, -15.2475)
H (-1.8266, 2.8088, -14.6146)
C (5.7418, 4.0158, -19.9980)
C (5.4716, 5.4129, -20.5442)
O (6.1477, 6.4110, -19.7840)
O (7.0771, 3.5644, -20.2480)
H (5.0523, 3.3624, -20.5371)
H (5.6115, 3.9708, -18.9134)
H (4.3943, 5.5729, -20.5477)
H (5.8030, 5.4894, -21.5832)
H (7.0983, 6.3496, -19.9017)
H (7.6325, 4.0424, -19.6222)
C (2.4768, -0.8464, -21.3717)
C (3.5186, 0.1032, -21.9155)
O (3.6480, -0.0428, -23.3377)
O (2.9325, -2.1861, -21.5736)
H (1.4986, -0.6551, -21.8267)
H (2.3233, -0.6577, -20.3060)
H (4.4803, -0.1686, -21.4707)
H (3.3056, 1.1442, -21.6729)
H (4.5794, 0.0703, -23.5342)
H (2.2154, -2.7414, -21.2514)

---

Computed, not measured: C29H36N2OP2Ti as an isolated structure in a non-equilibrium geometry, with the ωB97M-V functional and the def2-TZVPD basis.

Summary:
Charge: +1
Maximum force in eV/Å: 7.63
LUMO (spin up / spin down) in eV: -3.92 / -3.92
Frontier orbital gap (spin up / spin down) in eV: 6.2 / 6.2
Energy relative to the best compared isomer or geometry (same formula, charge and spin) in kJ/mol: 213.9
Calculated total energy in eV: -77368.4848
2S+1: 2
<S²>: 0.7582

Element x y z (Å)
C (2.2528, 0.3868, -4.2957)
C (1.7572, 0.9312, -3.0988)
C (0.3738, 1.0560, -2.9093)
C (-0.3709, 0.0809, -3.6652)
C (0.1236, -0.6303, -4.7535)
C (1.4229, -0.3895, -5.1134)
C (-1.3778, -0.5477, -2.8403)
C (-2.2694, 0.6867, -2.3609)
C (-1.5619, 1.7987, -1.8440)
C (-2.1820, 2.9664, -1.3062)
C (-3.5194, 3.1795, -1.5815)
C (-4.2405, 2.2046, -2.2719)
C (-3.6420, 0.9920, -2.6584)
H (3.3194, 0.4866, -4.5457)
H (-0.5334, -1.3526, -5.2322)
H (1.8203, -0.8645, -5.9858)
H (-2.0812, -1.3546, -3.1068)
H (-3.9991, 4.0888, -1.2167)
H (-5.2942, 2.3972, -2.4487)
H (-4.2690, 0.2638, -3.1908)
N (-0.1325, 1.6376, -1.7202)
Ti (-0.1593, 0.8737, 0.1047)
C (2.5583, 0.9662, -1.8278)
H (2.4711, 1.9301, -1.3061)
H (3.6158, 0.7174, -1.9839)
C (-1.4376, 3.8285, -0.2727)
H (-0.5042, 4.2504, -0.6903)
H (-2.0851, 4.6258, 0.1279)
P (1.8721, -0.3571, -0.6964)
P (-1.0631, 2.8706, 1.2001)
C (-2.5931, 2.3626, 2.0148)
H (-2.3447, 1.8142, 2.9384)
H (-3.1186, 3.3039, 2.2277)
H (-3.1907, 1.7153, 1.3571)
C (-0.0751, 3.8392, 2.3757)
H (-0.6565, 4.7654, 2.5204)
H (0.0357, 3.2529, 3.3052)
H (0.9181, 4.0291, 1.9256)
C (2.4747, -1.9062, -1.4452)
H (3.5649, -1.8305, -1.5122)
H (2.2373, -2.7631, -0.8081)
H (2.0869, -2.1140, -2.4478)
C (3.0672, -0.0956, 0.5744)
H (2.8075, -0.6184, 1.4763)
H (4.0164, -0.4378, 0.1933)
H (3.1174, 0.9608, 0.7846)
C (-1.6928, -0.3268, 0.0802)
O (-2.6144, -1.0579, 0.0087)
H (-0.5779, -1.2604, -2.3519)
C (2.0163, -3.4811, 2.1880)
N (0.7288, -3.7233, 1.6177)
C (0.2093, -5.0405, 1.7337)
C (-0.1757, -2.6153, 1.3403)
C (-0.0617, -1.4877, 2.3330)
C (-0.3243, -1.7921, 3.6723)
C (-0.0098, -0.8867, 4.6675)
C (0.6249, 0.3182, 4.3230)
C (0.8242, 0.6482, 2.9931)
C (0.2870, -0.1938, 1.9911)
H (2.6341, -4.3808, 2.0124)
H (1.9832, -3.3150, 3.2897)
H (2.5189, -2.6061, 1.7257)
H (-0.1083, -5.2648, 2.7627)
H (-0.6519, -5.1572, 1.0731)
H (0.9906, -5.7533, 1.4651)
H (0.0246, -2.2747, 0.2998)
H (-1.2008, -3.0236, 1.3403)
H (-0.7623, -2.7612, 3.9103)
H (-0.2188, -1.1207, 5.7023)
H (0.9521, 1.0110, 5.1054)
H (1.3928, 1.5450, 2.7267)